{"formula": "C13H48O13", "method": "ωB97M-V with the def2-TZVPD basis set", "lumo_energy_ev": [-2.53, -9.70], "relative_energy_kj_mol": 0.0, "energy_ev": -40860.093, "homo_ev": [-12.29, -12.25], "gap_ev": [9.758, 2.549], "s_squared": 0.756, "spin_multiplicity": 2, "total_charge": 1, "species": ["C", "O", "H", "H", "H", "H", "C", "O", "H", "H", "H", "H", "C", "O", "H", "H", "H", "H", "C", "O", "H", "H", "H", "H", "C", "O", "H", "H", "H", "H", "C", "O", "H", "H", "H", "H", "C", "O", "H", "H", "H", "H", "C", "O", "H", "H", "H", "H", "C", "O", "H", "H", "H", "H", "C", "C", "O", "O", "H", "H", "H", "H", "H", "H", "C", "C", "O", "O", "H", "H", "H", "H", "H", "H"], "xyz": [[-2.861, 1.115, 1.958], [-3.172, 0.224, 0.788], [-2.827, 2.194, 1.809], [-3.698, 0.842, 2.601], [-1.948, 0.726, 2.410], [-2.827, -0.631, 1.057], [-3.928, -3.099, 2.587], [-4.589, -3.191, 1.352], [-3.798, -4.144, 2.867], [-2.949, -2.628, 2.499], [-4.328, -2.674, 3.508], [-5.464, -3.542, 1.530], [0.006, -3.357, -3.862], [1.288, -3.990, -3.702], [0.158, -2.360, -4.276], [-0.599, -3.963, -4.538], [-0.632, -3.223, -2.989], [1.190, -4.895, -3.398], [-0.488, 0.667, -4.702], [-1.302, -0.267, -4.109], [-0.853, 1.688, -4.588], [0.431, 0.678, -4.116], [-0.296, 0.225, -5.679], [-1.728, 0.085, -3.324], [3.022, -3.674, 1.357], [2.166, -3.744, 2.534], [4.078, -3.920, 1.461], [2.625, -4.403, 0.650], [2.793, -2.771, 0.790], [1.290, -3.572, 2.180], [4.349, -1.587, -1.555], [4.794, -0.830, -2.683], [4.732, -2.607, -1.593], [4.658, -1.093, -0.633], [3.262, -1.540, -1.496], [4.128, -0.759, -3.371], [0.472, 3.538, -2.389], [-0.167, 2.950, -1.259], [-0.123, 3.414, -3.293], [0.532, 4.596, -2.133], [1.519, 3.255, -2.495], [-1.115, 3.001, -1.403], [1.875, -1.330, 5.443], [1.409, -0.816, 4.220], [2.846, -1.791, 5.256], [2.145, -0.558, 6.164], [1.128, -2.026, 5.825], [1.726, 0.087, 4.138], [-3.802, 0.593, -2.242], [-2.960, 1.474, -1.446], [-3.555, 0.706, -3.298], [-3.639, -0.470, -2.066], [-4.827, 0.903, -2.040], [-2.756, 0.938, -0.676], [0.735, 5.152, 1.198], [2.065, 5.469, 1.979], [1.764, 5.709, 3.312], [0.199, 3.995, 1.738], [1.013, 5.085, 0.146], [0.111, 5.961, 1.578], [2.591, 6.334, 1.577], [2.691, 4.579, 1.919], [1.186, 5.002, 3.609], [-0.620, 3.702, 1.332], [-0.011, -1.515, 0.258], [0.165, -0.127, -0.345], [0.725, 0.810, 0.544], [-0.791, -1.409, 1.523], [0.935, -2.038, 0.398], [-0.471, -2.161, -0.490], [-0.823, 0.274, -0.573], [0.751, -0.097, -1.264], [0.680, 1.564, -0.049], [-0.286, -0.736, 1.984]], "atomic_forces_ev_per_a": [[-0.839, -2.199, -0.076], [0.807, 1.785, 0.540], [-0.108, -0.327, -0.777], [0.169, 0.612, 0.499], [0.040, 0.405, 0.045], [0.126, -0.470, 0.070], [1.199, -1.713, 0.945], [-0.591, 1.330, -0.159], [0.754, -0.089, 0.464], [0.023, -0.129, -0.526], [-1.181, 0.683, -0.533], [-0.133, -0.033, -0.187], [0.168, -0.578, -0.649], [-0.438, 0.829, 0.479], [0.148, -0.252, -0.112], [-0.072, 0.223, -0.306], [0.417, -0.178, 0.679], [-0.218, -0.035, -0.039], [1.372, 0.131, 0.556], [-1.838, -1.380, 1.065], [-0.370, 0.039, -0.965], [0.742, 0.126, -0.321], [0.105, 1.032, -0.266], [0.128, 0.085, -0.034], [-1.979, -0.826, -0.594], [1.430, 0.212, -0.666], [-0.254, 0.508, 0.761], [0.222, -0.587, -0.108], [0.830, 0.706, 0.338], [-0.207, -0.056, 0.331], [-0.351, 0.763, -0.450], [0.337, 0.134, 0.454], [-0.202, -0.019, 0.047], [0.514, -0.009, -0.104], [-0.256, -0.554, -0.128], [-0.086, -0.343, 0.173], [0.023, 1.506, 0.350], [0.345, -1.223, 0.386], [0.326, -0.148, -0.031], [-0.058, 0.305, -0.544], [-0.285, -0.703, 0.005], [-0.262, -0.133, -0.009], [1.015, -0.199, 0.210], [-0.650, 0.777, -0.750], [-0.147, -0.725, 0.084], [-0.660, 0.207, 0.192], [0.304, 0.043, 0.117], [0.045, 0.001, -0.041], [0.346, 0.663, -0.129], [0.246, -0.615, -1.582], [-0.275, 0.547, -0.053], [-0.082, 0.051, 0.673], [-0.116, -0.298, -0.207], [-0.191, -0.204, 1.155], [1.762, 1.658, 1.132], [-0.984, -1.175, -0.697], [-0.066, 0.520, 0.799], [0.081, -1.974, 0.632], [-0.661, 0.180, -0.203], [-0.329, 0.546, -1.185], [-0.185, -0.056, -0.089], [0.402, -0.094, -0.309], [-0.056, -0.127, 0.152], [0.060, 0.470, -0.240], [-0.877, 0.407, 0.861], [1.295, -1.268, 1.420], [-0.856, -1.503, -0.398], [1.223, -0.359, -2.537], [0.402, 0.433, 0.476], [-0.791, 0.163, 0.269], [-1.170, 0.423, -0.541], [-0.108, -0.019, -0.516], [0.385, 2.122, -0.207], [0.140, -0.026, 0.909]]}

***

{"formula": "C13H4F7O2S", "method": "ωB97M-V with the def2-TZVPD basis set", "lumo_energy_ev": 0.86, "energy_ev": -47499.094, "homo_ev": -3.93, "gap_ev": 4.790, "total_charge": -1, "species": ["F", "C", "C", "F", "C", "O", "C", "F", "C", "F", "C", "O", "F", "C", "F", "F", "C", "C", "C", "C", "S", "C", "C", "H", "H", "H", "H"], "xyz": [[3.270, -0.088, -2.332], [2.758, 0.348, -1.171], [1.819, 1.330, -1.148], [1.310, 1.809, -2.294], [1.280, 1.847, 0.112], [0.412, 2.735, 0.130], [1.769, 1.231, 1.348], [1.214, 1.620, 2.507], [2.707, 0.249, 1.331], [3.172, -0.280, 2.473], [3.255, -0.251, 0.068], [4.245, -1.012, 0.058], [-5.335, 0.924, 1.056], [-4.527, 1.180, -0.020], [-5.295, 1.014, -1.142], [-4.214, 2.530, 0.041], [-3.297, 0.331, -0.032], [-2.712, 0.003, -1.256], [-1.566, -0.774, -1.268], [-0.914, -1.189, -0.051], [0.648, -1.858, -0.049], [-1.609, -0.871, 1.171], [-2.754, -0.094, 1.181], [-3.151, 0.352, -2.187], [-1.084, -1.049, -2.208], [-1.160, -1.220, 2.103], [-3.227, 0.181, 2.121]], "atomic_forces_ev_per_a": [[-0.333, 0.151, 0.921], [-1.346, 1.025, -0.927], [0.997, -0.995, -0.711], [0.281, -0.011, 0.657], [-2.048, 1.600, 0.020], [1.507, -1.349, -0.023], [0.970, -1.050, 0.668], [0.307, 0.038, -0.644], [-1.386, 0.948, 0.951], [-0.293, 0.225, -0.917], [3.075, -1.800, -0.012], [-2.208, 1.402, 0.013], [0.395, 0.342, -0.731], [0.063, 0.417, 0.018], [0.367, 0.281, 0.770], [-0.590, -0.995, -0.051], [-0.578, 0.298, 0.001], [0.226, -0.395, 0.330], [0.594, -0.129, 0.587], [-1.450, 1.288, 0.028], [0.749, -0.982, -0.027], [0.613, -0.082, -0.573], [0.238, -0.367, -0.351], [0.039, -0.094, 0.169], [-0.120, 0.148, 0.241], [-0.112, 0.166, -0.232], [0.044, -0.079, -0.174]]}